Record 1
# C35H33ClN4Si2Sn

A molecular structure, C35H33ClN4Si2Sn at a distorted geometry (ωB97M-V/def2-TZVPD, the OMol25 dataset).

ORCA input file:
```
! wB97M-V def2-TZVPD RIJCOSX def2/J DEFGRID3
* xyz 2 1
C 4.689 -1.451 2.176
C 4.312 -0.721 1.029
C 3.184 0.096 1.364
H 4.834 -0.706 0.074
C 2.861 -0.173 2.769
C 3.829 -1.123 3.242
H 3.930 -1.449 4.275
H 5.573 -2.081 2.256
H 2.750 0.905 0.771
H 2.153 0.406 3.367
Sn 1.635 -1.764 1.486
Si -1.334 -0.552 -0.269
C -0.270 -0.548 -1.872
C -0.823 -1.130 -3.016
H -1.776 -1.650 -2.934
C -0.197 -0.958 -4.245
H -0.654 -1.390 -5.129
C 0.992 -0.242 -4.351
H 1.475 -0.119 -5.317
C 1.544 0.315 -3.201
H 2.469 0.885 -3.267
C 0.917 0.176 -1.963
H 1.348 0.651 -1.084
C -0.978 1.072 0.788
C -0.546 2.281 0.167
H -0.415 2.385 -0.925
C -0.163 3.380 0.958
H 0.137 4.304 0.467
C -0.141 3.285 2.345
H 0.165 4.145 2.945
C -0.472 2.078 2.959
H -0.411 1.994 4.043
C -0.883 0.980 2.196
H -1.144 0.046 2.704
H 0.174 -0.977 0.340
Si -2.611 1.430 -0.978
C -3.769 2.462 -0.042
C -4.238 3.631 -0.677
H -4.350 3.656 -1.763
C -4.486 4.760 0.102
H -4.755 5.701 -0.386
C -4.375 4.700 1.494
H -4.508 5.600 2.096
C -4.118 3.474 2.116
H -4.079 3.416 3.208
C -3.898 2.332 1.358
H -3.749 1.354 1.826
C -2.945 1.528 -2.826
C -2.056 2.394 -3.492
H -1.346 2.982 -2.910
C -2.076 2.502 -4.885
H -1.366 3.183 -5.372
C -3.005 1.768 -5.630
H -3.026 1.882 -6.715
C -3.917 0.934 -4.981
H -4.657 0.391 -5.572
C -3.894 0.816 -3.583
H -4.610 0.166 -3.079
H -2.628 -0.686 -0.923
Cl -1.918 -2.245 0.891
N 3.968 -5.268 0.998
C 4.378 -4.831 -0.257
C 3.684 -3.693 -0.526
N 2.838 -3.426 0.545
C 3.020 -4.409 1.452
C 2.434 -4.346 2.770
N 1.681 -3.291 3.150
C 1.450 -3.416 4.514
C 2.068 -4.548 4.957
N 2.702 -5.114 3.856
H 4.279 -6.097 1.498
H 5.135 -5.346 -0.817
H 3.730 -3.051 -1.394
H 0.866 -2.696 5.062
H 2.140 -4.973 5.937
H 3.248 -5.972 3.831
*
```

Summary:
**LUMO (spin up / spin down)**: -6.587 / -6.099 eV
**HOMO-LUMO gap (spin up / spin down)**: 5.125 / 5.826 eV
**Calculated total energy**: -2825.367312 Ha

Löwdin population analysis, charges in e, atoms 1 to 5: -0.14 -0.14 -0.25 0.11 -0.26



Record 2
# C35H33FN2O5S2

2 unconnected molecules or ions with the total composition C35H33FN2O5S2 at a distorted geometry (ωB97M-V/def2-TZVPD, the OMol25 dataset).

ORCA input file:
```
! wB97M-V def2-TZVPD RIJCOSX def2/J DEFGRID3
* xyz 0 1
C 6.419 0.181 2.712
C 4.949 0.361 2.959
C 4.443 1.622 3.287
C 3.091 1.805 3.589
C 2.578 3.164 3.948
C 2.244 0.698 3.546
N 0.891 0.834 3.973
C -0.119 1.454 3.292
C 0.016 1.879 1.906
C -0.937 2.879 1.453
C -1.228 3.044 0.136
C -2.207 4.005 -0.336
C -2.657 3.983 -1.679
C -3.688 4.810 -2.109
C -4.297 5.699 -1.211
C -3.828 5.781 0.107
C -2.775 4.971 0.533
O 0.915 1.396 1.185
N -1.244 1.264 4.005
C -2.606 1.595 3.622
C -0.926 0.642 5.210
C 0.386 0.354 5.182
C 2.701 -0.560 3.152
C 1.760 -1.716 3.019
C 4.060 -0.713 2.858
H 6.662 -0.879 2.584
H 6.743 0.722 1.814
H 7.005 0.570 3.555
H 5.111 2.488 3.328
H 1.793 3.138 4.713
H 3.408 3.765 4.341
H 2.184 3.694 3.069
H -1.377 3.502 2.232
H -0.744 2.405 -0.609
H -2.180 3.290 -2.370
H -4.025 4.756 -3.145
H -5.126 6.326 -1.537
H -4.284 6.480 0.809
H -2.383 5.080 1.547
H -3.286 0.926 4.164
H -2.858 2.628 3.895
H -2.759 1.458 2.545
H -1.675 0.445 5.959
H 1.008 -0.157 5.898
H 2.283 -2.549 2.532
H 1.400 -2.082 3.991
H 0.889 -1.470 2.394
H 4.423 -1.699 2.554
F -0.888 1.139 -3.127
C -1.140 0.237 -2.154
S -2.920 -0.086 -1.976
C -3.383 -1.117 -3.380
C -3.379 -2.509 -3.262
C -3.622 -3.293 -4.388
C -3.859 -2.686 -5.625
C -3.870 -1.292 -5.734
C -3.650 -0.503 -4.607
O -3.053 -0.861 -0.765
O -3.590 1.185 -2.154
S -0.128 -1.231 -2.339
C 1.495 -0.484 -2.421
C 2.021 -0.200 -3.680
C 3.140 0.627 -3.771
C 3.711 1.165 -2.614
C 3.201 0.835 -1.354
C 2.116 -0.034 -1.254
O -0.235 -2.034 -1.144
O -0.339 -1.788 -3.661
H -3.183 -2.967 -2.294
H -3.605 -4.380 -4.295
H -4.016 -3.300 -6.512
H -4.032 -0.809 -6.699
H -3.665 0.583 -4.671
H 1.547 -0.614 -4.568
H 3.542 0.852 -4.758
H 4.558 1.847 -2.697
H 3.628 1.254 -0.441
H 1.725 -0.340 -0.288
*
```

Summary:
**LUMO**: -1.724 eV
**HOMO-LUMO gap**: 4.341 eV
**Calculated total energy**: -2735.323506 Ha

Löwdin population analysis, charges in e, atoms 1 to 5: -0.05 -0.25 0.01 -0.19 -0.03



Record 3
# C35H33FeNO2S

A molecular structure, C35H33FeNO2S at a distorted geometry (ωB97M-V/def2-TZVPD, the OMol25 dataset).

ORCA input file:
```
! wB97M-V def2-TZVPD RIJCOSX def2/J DEFGRID3
* xyz 1 6
Fe 0.032 -0.388 -0.158
O -0.223 0.155 -1.812
C -0.206 1.396 -2.474
C -0.977 2.377 -1.548
C -0.262 2.672 -0.258
C 0.135 3.957 0.078
C 0.840 4.175 1.248
C 1.147 3.100 2.065
C 0.704 1.841 1.704
C 1.033 0.618 2.507
C 2.136 -0.223 1.808
O 1.676 -0.503 0.498
C 3.416 0.599 1.731
C 4.259 0.683 2.835
C 5.387 1.488 2.793
C 5.684 2.214 1.646
C 4.845 2.134 0.545
C 3.711 1.333 0.588
C 2.361 -1.557 2.515
C 1.670 -1.959 3.650
C 1.894 -3.217 4.203
C 2.800 -4.084 3.618
C 3.495 -3.687 2.480
C 3.276 -2.436 1.935
N -0.003 1.646 0.574
C 1.244 1.812 -2.719
C 1.624 3.147 -2.811
C 2.945 3.493 -3.056
C 3.906 2.506 -3.216
C 3.536 1.172 -3.131
C 2.216 0.829 -2.883
C -0.957 1.278 -3.802
C -1.530 0.073 -4.186
C -2.207 -0.031 -5.395
C -2.321 1.068 -6.228
C -1.750 2.276 -5.849
C -1.072 2.379 -4.646
H -1.196 3.306 -2.071
H -1.930 1.883 -1.338
H -0.111 4.778 -0.581
H 1.159 5.174 1.515
H 1.724 3.225 2.970
H 1.351 0.893 3.511
H 0.142 -0.013 2.574
H 4.043 0.107 3.727
H 6.040 1.544 3.654
H 6.571 2.832 1.611
H 5.067 2.695 -0.353
H 3.062 1.267 -0.276
H 0.968 -1.298 4.141
H 1.359 -3.512 5.096
H 2.971 -5.062 4.047
H 4.210 -4.357 2.021
H 3.818 -2.124 1.050
H 0.893 3.938 -2.696
H 3.221 4.537 -3.126
H 4.936 2.776 -3.413
H 4.278 0.394 -3.257
H 1.935 -0.214 -2.823
H -1.440 -0.790 -3.542
H -2.644 -0.978 -5.684
H -2.847 0.988 -7.170
H -1.828 3.141 -6.494
H -0.618 3.326 -4.381
C -2.440 -2.474 1.342
S -2.207 -0.764 0.804
C -2.490 0.150 2.330
H -1.983 -2.622 2.318
H -1.963 -3.129 0.616
H -3.504 -2.696 1.381
H -3.563 0.209 2.495
H -2.083 1.149 2.200
H -2.004 -0.346 3.167
*
```

Summary:
**LUMO (spin up / spin down)**: -2.539 / -4.354 eV
**HOMO-LUMO gap (spin up / spin down)**: 8.638 / 6.818 eV
**Calculated total energy**: -3220.480830 Ha

Löwdin population analysis, charges in e, atoms 1 to 5: 0.95 -0.27 -0.42 -0.03 -0.22